Entry 1:
A structure of composition C6H11NO at a distorted geometry, computed with the ωB97M-V functional and the def2-TZVPD basis.

```
19
Properties=species:S:1:pos:R:3
C 0.85 -0.64 1.07
C 0.90 0.52 0.17
C 1.51 -0.02 -0.96
C -0.30 1.42 -0.29
C -1.63 1.38 -0.18
C -1.56 -1.22 -0.19
H 0.66 -1.65 0.89
H 0.19 -0.35 1.79
H 1.89 -0.63 1.58
H 1.50 1.20 0.61
H 2.09 0.39 -1.95
H 2.54 -0.17 -0.30
H 1.12 -1.15 -1.38
H -0.02 2.26 -0.74
H -2.13 2.18 -0.61
H -2.85 0.11 0.63
H -1.94 -2.16 0.75
N -2.05 0.05 0.14
O -0.76 -1.52 -1.02
```

E_LUMO	0.88	eV
highest occupied orbital energy	-8.9	eV
spin multiplicity	1
E	-9932.1328	eV

=====

Entry 2:
An isolated molecule of C3H8N2O at a distorted geometry, computed with the ωB97M-V functional and the def2-TZVPD basis.

```
14
Properties=species:S:1:pos:R:3
C 1.14 0.87 0.10
C -0.15 1.31 -0.34
C -0.11 -1.56 0.51
N -1.35 0.42 0.20
N -1.17 -0.90 -0.06
O 0.36 -2.72 -0.02
H 1.83 0.37 -0.55
H 1.45 1.05 1.12
H -0.46 2.28 0.05
H -0.27 1.28 -1.42
H 0.04 -1.48 1.57
H -1.32 0.54 1.21
H -1.30 -1.09 -1.06
H 0.12 -2.79 -0.95
```

E_LUMO (alpha / beta)	0.57 / 0.56	eV
highest occupied orbital energy (alpha / beta)	-6.9 / -6.4	eV
spin multiplicity	1
E	-8264.0670	eV

=====

Values of ΔE to the lowest compared entry with this formula, charge and spin, in order: 609.9 507.4, all in kJ/mol.